A gas-phase ion, C2H5N4O3 (charge -1). Source: OMol25; level of theory: ωB97M-V/def2-TZVPD.

Each line ends with the natural charge from an NBO analysis.
Cartesian coordinates (Å):
O -1.828 -1.772 0.026  -0.741
O 4.723 -1.011 0.228  -0.505
O 3.867 0.945 -0.114  -0.558
N 1.268 1.105 0.123  -0.913
N 0.437 -1.170 0.080  -0.606
N 2.607 -0.870 -0.028  -0.439
N 3.744 -0.271 0.045  0.612
C -0.922 -0.720 0.048  0.095
C 1.418 -0.301 -0.008  0.549
H -1.193 -0.039 -0.862  0.129
H -1.562 -2.486 0.675  0.470
H 2.149 1.622 -0.170  0.432
H 0.426 1.588 0.388  0.383
H -1.019 -0.057 0.990  0.090

- charge = -1
- energy relative to the best compared isomer or geometry (same formula, charge and spin) (kcal/mol) = 0.00
- F_max (eV/A) = 3.5
- calculated total energy (eV) = -14255.653
- highest occupied orbital energy (eV) = -4.01
- SMILES = N/C(N=[N+]([O-])[O-])=N\CO
- Kohn-Sham gap (eV) = 7.71
- LUMO energy (eV) = 3.70


A molecular structure, C36H29AsBiN2O3S2. Source: OMol25; level of theory: ωB97M-V/def2-TZVPD.

Each line ends with the Mulliken charge.
Cartesian coordinates (Å):
Bi -0.093 0.810 1.425  1.087
As 2.121 -0.893 1.182  1.450
S -1.707 -1.130 0.902  -0.333
S -0.473 -0.306 5.034  0.158
O 0.262 -0.409 3.712  -0.284
O 0.235 1.760 -2.711  -0.615
O 0.597 1.172 -0.586  -0.181
N -1.858 1.967 0.073  -0.296
N 0.011 -2.433 -0.953  -0.475
C 2.224 -5.437 2.367  -0.560
C 0.805 -0.297 6.289  -0.963
C -5.398 3.013 0.039  -0.812
C -2.511 2.318 -2.198  -0.740
C -1.766 4.028 5.468  -0.533
C 4.557 1.718 4.295  -0.530
C -3.107 2.325 0.503  -0.040
C -4.112 2.657 -0.433  1.195
C 3.938 2.293 3.191  -0.780
C 5.691 -1.049 -0.946  -0.810
C 3.393 -0.818 -0.284  0.146
C 5.358 -0.617 -2.227  -0.471
C 3.257 1.488 2.286  -0.891
C -4.647 2.726 2.309  -0.602
C 3.808 -0.460 3.584  -0.197
C 1.818 -4.502 3.309  -0.756
C 3.052 -0.409 -1.567  -0.371
C 2.231 -2.739 1.727  0.216
C -1.576 1.980 -1.208  0.446
C -0.691 -1.904 -0.200  0.510
C 1.813 -3.151 2.990  -0.222
C -0.115 2.415 4.788  -0.185
C -3.398 2.369 1.887  0.263
C 4.044 -0.306 -2.536  -0.704
C 2.633 -5.021 1.107  -0.715
C -2.611 3.008 5.884  -0.617
C -0.976 1.401 5.199  0.441
C -0.520 3.734 4.921  -0.663
C -0.152 1.618 -1.581  0.268
C -3.777 2.637 -1.806  -0.616
C 3.174 0.108 2.487  0.340
C 4.712 -1.147 0.027  0.034
C -2.221 1.680 5.744  -0.432
C 4.506 0.342 4.478  -0.717
C 2.628 -3.674 0.779  -0.409
C -5.659 3.047 1.377  -0.703
H 2.925 -3.357 -0.211  0.489
H -6.642 3.327 1.733  0.404
H 3.998 3.363 3.027  0.491
H 1.592 0.385 5.965  0.203
H -6.171 3.259 -0.682  0.398
H 6.128 -0.529 -2.984  0.400
H 0.354 0.034 7.227  0.464
H -2.195 2.308 -3.232  0.534
H 2.029 -0.174 -1.818  0.271
H 0.865 2.167 4.390  0.325
H 1.190 -1.312 6.388  0.403
H -2.075 5.061 5.576  0.430
H 2.847 1.938 1.382  0.517
H -2.618 2.137 2.608  -0.109
H -4.537 2.886 -2.538  0.458
H 2.209 -6.493 2.610  0.400
H -2.876 0.872 6.052  0.457
H 3.759 -1.531 3.738  0.501
H 1.484 -2.421 3.716  0.282
H 0.141 4.536 4.614  0.458
H 4.972 -1.484 1.021  0.384
H 6.715 -1.307 -0.705  0.418
H -4.858 2.771 3.370  0.459
H 5.020 -0.113 5.317  0.463
H 5.096 2.341 4.999  0.414
H 3.779 0.025 -3.532  0.449
H -3.576 3.242 6.321  0.462
H 1.496 -4.823 4.292  0.425
H 2.952 -5.748 0.370  0.416

- charge = +1
- F_max (eV/A) = 1.1
- calculated total energy (eV) = -135269.382
- highest occupied orbital energy (eV) = -11.38
- Kohn-Sham gap (eV) = 8.15
- LUMO energy (eV) = -3.24


A molecular structure, C4H2O2Sm. Source: OMol25; level of theory: ωB97M-V/def2-TZVPD.

Each line ends with the natural charge from an NBO analysis.
Cartesian coordinates (Å):
Sm 4.660 0.668 0.530  1.980
O -3.078 0.979 0.720  -0.101
O 2.135 0.385 0.047  -0.627
C -2.387 0.260 0.151  0.844
C -1.309 0.107 -0.751  -0.395
C -0.102 -0.146 -0.346  0.399
C 1.136 -0.397 0.141  0.235
H -2.250 -0.559 -1.270  0.415
H 1.194 -1.297 0.777  0.250

- charge = +3
- F_max (eV/A) = 7.7
- <S²> = 9.211
- calculated total energy (eV) = -26139.349
- highest occupied orbital energy (alpha / beta) (eV) = -21.55 / -20.61
- Kohn-Sham gap (alpha / beta) (eV) = 7.28 / 5.49
- 2S+1 = 6
- LUMO energy (alpha / beta) (eV) = -14.27 / -15.12


5 unconnected molecules or ions with the total composition C38H89BrN6O12PS. Source: OMol25; level of theory: ωB97M-V/def2-TZVPD.

Each line ends with the Mulliken charge.
Cartesian coordinates (Å):
Br 0.204 -4.505 -0.340  -0.099
S 1.489 0.292 2.262  -0.447
P 3.434 2.076 -1.438  0.932
O -4.642 5.959 -0.769  -0.084
O 2.374 2.246 -2.437  -0.765
O 3.090 0.040 0.363  0.027
O 7.860 -6.049 3.305  -0.342
O -1.206 -3.012 3.129  -0.719
O 3.166 2.945 -0.132  -0.526
O 3.582 -2.857 -2.884  -0.332
O -6.642 1.817 -3.637  -0.302
O -0.754 -5.077 2.390  -0.751
O 0.196 -2.014 1.094  -0.208
O -6.564 4.203 3.956  -0.425
O 4.849 2.646 -1.955  -0.624
N -8.284 3.668 -5.118  -0.705
N -3.868 3.633 3.013  -0.630
N 10.287 -6.376 4.843  -0.755
N 3.342 -3.521 0.407  -0.050
N -2.435 2.325 0.018  -0.528
N -7.328 5.452 -1.677  -0.614
C 4.330 -1.806 -2.306  -0.598
C 7.956 -4.242 -0.257  -1.590
C 7.463 -2.336 1.370  -0.956
C -2.916 -3.873 0.033  -0.246
C -4.697 4.658 2.374  1.152
C -6.662 6.724 -1.979  0.288
C -6.711 5.354 4.761  -0.658
C 6.807 -6.956 3.582  -0.786
C -0.844 -3.853 2.305  0.584
C 8.434 -6.664 6.397  -1.444
C 8.176 -5.148 4.345  -0.550
C -4.310 -3.289 -0.205  -1.418
C 5.261 0.258 -0.496  -1.852
C -6.197 4.443 2.612  -0.693
C -3.611 5.786 -1.729  -0.702
C 3.739 0.316 -0.865  1.204
C 1.952 -3.217 -4.587  -1.198
C -6.233 6.708 -3.440  -1.428
C 5.631 -0.775 0.572  0.869
C -1.202 1.796 0.663  -0.435
C 3.356 -2.738 -4.279  -0.194
C 1.444 -1.833 0.476  -0.362
C 7.124 -1.128 0.489  -1.101
C 2.523 -2.623 1.239  -1.342
C 3.445 -0.565 -2.090  -0.821
C 9.114 -5.711 5.420  0.300
C -1.924 -2.755 0.322  -1.096
C -4.199 6.034 2.801  -1.792
C -7.287 1.094 -2.607  -0.709
C -0.705 0.554 -0.100  -0.905
C 6.995 -3.667 0.794  1.230
C -0.576 -3.185 0.888  0.677
C 1.710 -0.287 0.503  0.304
C -5.526 7.033 -0.995  -0.832
C -9.612 1.650 -4.840  -1.446
C -7.053 1.511 -4.953  -0.751
C -8.326 2.235 -5.414  0.356
C 0.795 0.514 -0.414  -0.564
H -7.114 6.194 4.186  0.284
H -9.756 1.938 -3.799  0.268
H -6.610 4.733 -1.622  0.270
H 6.017 -3.577 0.321  -0.521
H 7.257 -4.747 4.793  0.446
H -7.481 4.076 -5.589  0.286
H 4.073 -3.384 -4.792  0.365
H 3.157 -1.947 1.809  0.207
H -8.206 1.588 -2.281  0.233
H 6.351 -7.226 2.630  0.276
H 10.807 -5.709 4.281  0.286
H -4.708 -2.821 0.693  0.318
H 7.811 -5.313 -0.359  0.438
H -6.604 1.054 -1.759  0.252
H 2.942 -3.630 -0.514  -0.021
H -1.745 -2.220 -0.616  0.447
H 8.534 -2.369 1.577  0.557
H 5.528 1.230 -0.074  0.662
H -4.093 6.111 3.883  0.438
H 7.749 -3.778 -1.223  0.338
H 3.566 0.068 -2.972  0.830
H 5.066 -1.695 0.466  -0.898
H -3.219 6.224 2.366  0.357
H -4.123 2.722 2.640  0.273
H 9.951 -7.062 4.173  0.326
H -2.992 2.721 0.767  0.179
H -10.472 2.020 -5.398  0.355
H 1.772 -3.218 -5.661  0.423
H 1.797 -4.218 -4.192  0.280
H -7.411 5.108 5.559  0.271
H -2.366 -2.067 1.041  0.371
H 1.139 1.546 -0.373  0.256
H -5.003 -4.045 -0.572  0.424
H -7.403 7.521 -1.861  0.419
H -5.693 5.794 -3.686  0.227
H 3.471 -1.704 -4.608  0.294
H -7.722 5.489 -0.741  0.257
H -8.371 2.119 -6.502  0.439
H -3.936 5.155 -2.559  0.188
H 5.158 -1.543 -2.975  0.427
H 7.705 -0.275 0.850  0.408
H -2.960 1.507 -0.275  0.194
H -1.221 0.584 -1.063  0.423
H -7.113 6.744 -4.083  0.363
H 5.230 2.059 -2.616  0.376
H 8.685 -4.312 3.855  0.229
H -5.765 5.653 5.219  0.234
H 6.872 -4.380 1.608  -0.179
H 7.473 -6.269 6.732  0.349
H -4.970 7.930 -1.300  0.397
H -5.596 7.559 -3.688  0.379
H 0.921 0.229 -1.457  0.174
H -8.067 3.772 -4.128  0.268
H -0.438 2.568 0.695  0.200
H 0.191 0.047 2.438  0.118
H -2.943 -4.593 0.849  0.392
H -6.502 3.546 2.066  0.305
H 6.043 -6.500 4.217  0.358
H 4.762 -2.196 -1.396  -0.325
H 2.411 -0.891 -2.136  -0.131
H -9.613 0.559 -4.898  0.357
H -5.975 7.249 -0.020  0.289
H 1.985 -3.222 1.973  0.593
H -6.779 5.283 2.206  0.432
H -7.149 0.424 -5.079  0.406
H -2.635 -4.413 -0.869  0.328
H 7.175 -7.870 4.054  0.255
H 8.263 -7.645 5.952  0.283
H 8.993 -4.007 -0.021  0.325
H -3.264 6.750 -2.114  0.356
H -6.229 1.838 -5.592  0.330
H -1.447 1.495 1.683  0.444
H 9.064 -6.814 7.273  0.357
H -4.124 3.572 3.995  0.298
H 5.867 0.159 -1.394  0.369
H -2.784 5.282 -1.231  0.199
H -7.515 0.071 -2.920  0.351
H 7.418 -1.322 -0.545  0.370
H 1.218 -2.569 -4.110  0.234
H 1.412 -2.123 -0.578  1.145
H -1.065 -0.326 0.412  -0.056
H 9.473 -4.853 5.997  0.424
H -4.255 -2.518 -0.978  0.293
H 3.809 2.752 0.563  0.407
H -4.877 6.822 2.464  0.317
H -4.539 4.580 1.295  -0.127
H 3.394 -4.425 0.847  0.335
H 6.963 -2.171 2.328  0.380
H 5.464 -0.329 1.547  0.700

- charge = -1
- F_max (eV/A) = 1.4
- calculated total energy (eV) = -164528.069
- highest occupied orbital energy (eV) = -4.99
- Kohn-Sham gap (eV) = 6.96
- LUMO energy (eV) = 1.97


A molecular structure, C30H26BaN7O11SSe. Source: OMol25; level of theory: ωB97M-V/def2-TZVPD.

Each line ends with the natural charge from an NBO analysis.
Cartesian coordinates (Å):
Ba 0.821 -0.005 -0.234  1.853
Se -0.467 3.883 -0.034  1.147
S -2.360 -1.715 -1.444  1.115
O 1.207 -1.985 -1.648  -0.877
O 0.329 -0.275 2.376  -0.787
O 0.248 0.386 8.589  -0.387
O -0.790 1.388 -1.795  -0.876
O 2.519 -0.065 1.940  -0.764
O -0.557 3.222 -3.058  -0.739
O 5.603 -0.598 5.708  -0.367
O -1.127 0.617 6.952  -0.371
O 3.220 0.964 -1.498  -0.775
O 4.903 -0.326 7.724  -0.389
O 1.179 -3.545 -3.255  -0.734
N 3.370 3.719 -0.134  -0.438
N 4.729 -0.388 6.521  0.534
N 0.222 5.510 -0.038  -0.628
N 1.123 3.084 0.025  -0.676
N -1.671 -1.221 -0.116  -1.193
N 1.070 0.070 -3.484  -0.469
N -0.018 0.424 7.403  0.534
C -2.744 -6.241 -1.149  -0.205
C 3.121 -0.258 4.660  -0.079
C 2.030 4.032 -0.056  0.249
C 0.165 1.113 -3.956  -0.340
C -1.847 -5.663 -2.030  -0.200
C 1.818 -0.097 4.197  -0.136
C 0.743 -1.287 -3.885  -0.335
C -4.449 -0.161 -0.590  -0.228
C -6.701 -0.285 -1.426  -0.217
C 1.091 -2.384 -2.841  0.778
C 0.787 0.120 5.095  -0.144
C 1.531 -0.154 2.695  0.752
C 4.181 4.726 -0.217  0.085
C 1.537 5.377 -0.084  0.045
C 3.009 1.486 -2.804  -0.075
C 2.471 0.383 -3.698  -0.232
C -1.769 -4.278 -2.139  -0.216
C 2.480 6.445 -0.171  -0.142
C -3.564 -5.442 -0.357  -0.208
C 2.353 0.014 6.954  -0.173
C -5.761 0.298 -0.594  -0.207
C -3.490 -4.066 -0.456  -0.245
C -4.095 -1.211 -1.415  -0.157
C -5.029 -1.794 -2.266  -0.248
C 3.352 -0.208 6.021  -0.016
C 1.080 0.179 6.447  0.011
C -6.333 -1.331 -2.266  -0.200
C -0.443 2.007 -2.844  0.778
C 3.791 6.112 -0.232  -0.280
C -2.598 -3.492 -1.357  -0.171
H 3.059 -0.517 -3.503  0.219
H 2.127 7.467 -0.196  0.226
H 2.306 2.330 -2.783  0.179
H 2.556 0.055 8.011  0.276
H -2.801 -7.319 -1.063  0.209
H -0.224 0.230 4.734  0.275
H -7.722 0.075 -1.428  0.210
H -1.023 -3.838 -2.791  0.267
H 3.918 -0.408 3.946  0.268
H -2.116 -1.635 0.702  0.355
H 0.659 1.768 -4.685  0.185
H -0.338 -1.353 -4.033  0.206
H -3.690 0.290 0.038  0.250
H -1.184 -6.274 -2.627  0.224
H 4.568 6.861 -0.307  0.218
H 5.240 4.498 -0.292  0.189
H -4.256 -5.897 0.340  0.209
H 3.959 1.853 -3.211  0.161
H -4.739 -2.613 -2.913  0.224
H 2.652 0.676 -4.748  0.161
H -4.126 -3.436 0.155  0.221
H 3.486 1.685 -0.906  0.505
H -0.685 0.653 -4.467  0.205
H 1.209 -1.570 -4.841  0.180
H -6.041 1.119 0.054  0.214
H -7.064 -1.787 -2.921  0.210

- charge = -1
- energy relative to the best compared isomer or geometry (same formula, charge and spin) (kcal/mol) = 0.98
- F_max (eV/A) = 0.9
- calculated total energy (eV) = -141360.874
- highest occupied orbital energy (eV) = -5.66
- Kohn-Sham gap (eV) = 6.69
- LUMO energy (eV) = 1.02


C2H3NO2 in the gas phase. Source: OMol25; level of theory: ωB97M-V/def2-TZVPD.

Each line ends with the natural charge from an NBO analysis.
Cartesian coordinates (Å):
O 1.729 -0.200 0.369  -0.534
O 0.055 1.241 0.062  -0.373
N 0.735 0.064 -0.476  0.123
C -1.082 0.533 0.328  0.082
C -0.677 -0.672 -0.115  -0.206
H -2.037 0.942 0.330  0.199
H -1.242 -1.648 -0.326  0.231
H 2.520 -0.260 -0.172  0.478

- charge = 0
- energy relative to the best compared isomer or geometry (same formula, charge and spin) (kcal/mol) = 135.63
- F_max (eV/A) = 4.0
- calculated total energy (eV) = -7701.961
- highest occupied orbital energy (eV) = -9.24
- SMILES = On1cco1
- Kohn-Sham gap (eV) = 10.25
- LUMO energy (eV) = 1.01